(1)
Formula: C30H29InN3O11P2
Source: the OMol25 dataset
Level of theory: ωB97M-V with the def2-TZVPD basis set

```
76
Properties=species:S:1:pos:R:3:forces:R:3
In -1.031091 0.369442 -0.470335 -0.2 0.2 -0.1
O -1.059675 2.540711 -0.722422 0.0 -0.1 0.2
C -2.007820 3.351622 -0.353855 0.0 0.0 0.0
C -2.176235 4.576006 -1.045737 0.0 0.0 0.0
C -3.155335 5.479093 -0.701695 0.0 0.0 0.1
C -4.025394 5.222911 0.364712 0.0 0.0 -0.1
C -3.874356 4.046092 1.062612 0.0 -0.1 0.0
C -2.893904 3.096708 0.733370 0.0 0.0 0.0
C -2.797487 1.929332 1.591275 0.0 0.0 0.1
N -2.061239 0.905426 1.385191 0.0 -0.1 0.1
N -2.038925 -0.069352 2.367924 0.1 0.0 -0.1
C -1.143777 -0.995397 2.090313 0.1 0.0 -0.1
O -0.388352 -1.052154 1.056967 -0.2 0.3 0.2
C -0.985652 -2.098696 3.089010 0.0 0.0 0.0
C -1.644843 -2.090785 4.316690 0.0 0.0 -0.1
C -1.454014 -3.129930 5.214867 0.0 0.0 0.0
C -0.605900 -4.185150 4.893640 0.0 0.1 0.0
C 0.046576 -4.197070 3.668380 0.0 0.0 0.0
C -0.143443 -3.157263 2.768376 0.0 -0.1 0.0
H -1.500630 4.768413 -1.870665 0.0 0.0 0.0
H -3.251022 6.401840 -1.263175 0.0 0.0 0.0
H -4.795037 5.933297 0.637495 0.0 0.0 0.0
H -4.524712 3.829465 1.905147 0.0 0.0 0.0
H -3.380578 1.929715 2.512588 0.0 0.0 0.0
H -2.298399 -1.259184 4.544240 0.0 0.0 0.0
H -1.966903 -3.121602 6.169020 0.0 0.0 0.0
H -0.455674 -4.995282 5.598252 0.0 0.0 0.0
H 0.700435 -5.023317 3.413091 0.0 0.0 0.0
H 0.341066 -3.149520 1.799657 0.0 0.0 0.1
O 1.083852 1.367609 0.191661 0.0 -0.2 -0.3
C 2.215008 0.575273 -0.217911 0.0 0.1 0.1
C 1.796820 -0.514930 -1.249243 0.0 0.2 0.0
O 2.667455 -1.238169 -1.709951 -0.1 0.0 0.0
O 0.558841 -0.537126 -1.590705 0.1 0.2 0.2
C 2.739742 -0.042966 1.075702 0.0 0.1 0.0
C 2.951693 0.812929 2.155343 0.0 0.0 0.0
C 3.392545 0.322376 3.373916 0.0 0.0 0.0
C 3.623079 -1.039574 3.532558 0.0 0.0 0.0
C 3.407643 -1.895229 2.464673 0.0 0.0 0.0
C 2.969058 -1.401976 1.240502 0.0 0.0 0.0
C 3.230884 1.467724 -0.931843 0.0 0.0 0.0
C 4.588374 1.427695 -0.644070 0.0 0.0 0.0
C 5.478935 2.237628 -1.337090 0.0 0.0 0.0
C 5.022701 3.093448 -2.328988 0.0 0.0 0.0
C 3.669444 3.123354 -2.635806 0.0 0.0 0.0
C 2.782288 2.311336 -1.946749 0.0 0.0 0.0
H 0.880940 2.091587 -0.427219 0.2 0.1 0.1
H 2.746547 1.869954 2.039048 0.0 0.0 0.0
H 3.542776 1.000242 4.205600 0.0 0.0 0.0
H 3.960388 -1.429159 4.485922 0.0 0.0 0.0
H 3.565373 -2.960831 2.584922 0.0 0.0 0.0
H 2.801356 -2.077004 0.413887 0.0 0.0 0.0
H 4.952761 0.755973 0.122412 0.0 0.0 0.0
H 6.535271 2.196184 -1.099298 0.0 0.0 0.0
H 5.717306 3.725778 -2.868118 0.0 0.0 0.0
H 3.302470 3.771100 -3.421888 0.0 0.0 0.0
H 1.734047 2.320569 -2.234469 0.0 0.0 0.0
N -0.249295 -2.496328 -3.111026 -0.2 0.0 -0.1
C -1.719622 -2.081910 -3.120971 0.0 0.1 0.1
C -2.439788 -2.934432 -4.168157 0.1 0.0 0.0
P -1.683134 -0.287840 -3.675787 0.1 -0.1 -0.1
O -3.080973 -0.127634 -4.476799 -0.1 0.0 0.1
O -0.534071 -0.253962 -4.611270 -0.1 0.1 0.0
O -1.796481 0.653851 -2.500612 0.0 -0.1 -0.1
P -2.327849 -2.445859 -1.376475 0.0 -0.1 -0.1
O -3.730857 -3.224582 -1.603171 0.0 0.2 0.0
O -1.291894 -3.375096 -0.860462 -0.1 0.0 0.1
O -2.700134 -1.153332 -0.678497 0.3 -0.2 -0.1
H 0.321975 -1.700625 -3.425550 0.0 0.0 0.0
H -0.088760 -3.290532 -3.722127 -0.1 -0.1 -0.1
H -0.010496 -2.762281 -2.142888 0.0 0.0 0.0
H -2.018073 -2.752916 -5.160302 0.0 0.0 0.0
H -3.492976 -2.681581 -4.205040 0.0 0.0 0.0
H -2.361333 -3.995554 -3.917280 0.0 0.0 0.0
H -3.693831 0.357627 -3.908698 0.1 0.0 -0.1
H -4.447683 -2.636179 -1.332620 0.0 -0.1 0.0
```
Positions in Å, forces in eV/Å.

DFT total energy: -3025.8204 hartree
HOMO energy: -4.98 eV
net charge: -1

Atom charges from the Löwdin analysis, given in e for atoms 1 to 8: In 0.829; O -0.134; C -0.334; C -0.018; C -0.106; C -0.124; C -0.070; C -0.136

(2)
Formula: C4H4LiO5Pd
Source: the OMol25 dataset
Level of theory: ωB97M-V with the def2-TZVPD basis set

```
15
Properties=species:S:1:pos:R:3:forces:R:3
O -3.135076 -0.741246 0.956049 0.9 0.0 -0.3
C -2.935969 0.066433 1.864671 -0.9 -0.2 0.3
O -1.970661 0.862456 1.915730 0.6 0.4 0.3
Li -0.339306 1.369360 2.692109 -0.2 0.2 0.1
Pd -1.158154 -0.152283 0.122711 -2.5 -1.3 -1.2
C -0.224897 -0.385866 -2.048331 -1.4 -1.2 -3.5
C 0.624367 -1.090984 -1.297475 0.6 0.4 0.7
H -0.390055 0.631622 -2.412104 1.2 0.2 0.7
H 0.557493 -2.159209 -1.077954 0.2 0.1 -0.6
O 2.824355 0.762988 0.617237 0.0 -0.4 0.1
C 1.680056 0.312287 0.251569 1.0 0.5 -1.0
O 0.581418 0.711110 0.680841 0.7 0.6 1.6
O 1.771953 -0.521936 -0.745207 0.1 -0.1 0.7
H 2.779578 1.370737 1.370828 0.1 0.2 0.0
H -0.665102 -1.035467 -2.890674 -0.5 0.4 2.0
```
Positions in Å, forces in eV/Å.

DFT total energy: -665.6710 hartree
expectation value of S²: 3.76
HOMO energy (alpha / beta): -17.62 / -19.90 eV
energy above the lowest of the compared OMol25 structures with the same formula, charge and spin: 0.0 kJ/mol
net charge: +2
spin multiplicity: 4

Atom charges from the Löwdin analysis, given in e for atoms 1 to 8: O 0.034; C -0.293; O -0.180; Li 0.858; Pd 1.210; C 0.037; C -0.127; H 0.118